1.
Computed, not measured: a molecular structure, C3H6ClO2P, with the ωB97M-V functional and the def2-TZVPD basis.

- HOMO-LUMO gap: 9.1660 eV
- E_HOMO: -0.3213 Eh

Geometry (Å):
H: 2.33418 0.97920 -1.02576
Cl: -6.05962 0.26253 0.01132
O: -1.93232 -0.77801 -0.04399
H: 2.25892 -1.36551 -0.89210
H: 2.27506 1.15422 0.61482
C: 1.67267 0.67901 -0.14543
H: -0.24973 2.05960 0.21871
C: 1.83652 -0.90081 -0.00771
H: -4.78868 -0.04863 0.38925
O: 0.54034 -1.45340 -0.00835
C: 0.24247 1.06970 0.01654
H: 2.42885 -1.28280 0.84958
P: -0.55867 -0.37508 0.02311

Cartesian forces, eV/Å:
H -1.717 -0.139 0.236
Cl 1.948 -0.466 0.602
O -1.848 -0.768 0.222
H 0.535 0.421 -0.177
H 0.128 -0.015 0.776
C 3.086 0.038 0.005
H 0.948 -1.292 -0.473
C 0.774 0.703 -0.476
H -1.858 0.436 -0.630
O -0.445 -1.951 0.459
C -1.370 -0.526 -0.232
H -0.649 0.550 -0.180
P 0.469 3.009 -0.130

=====

2.
Computed, not measured: 2 unconnected molecules or ions with the total composition C3H6ClO2Si, with the ωB97M-V functional and the def2-TZVPD basis.

- 2S+1: 3
- Total charge: -1
- HOMO-LUMO gap (spin up / spin down): 5.5343 / 4.3795 eV
- E_HOMO (spin up / spin down): -0.0779 / -0.1539 Eh

Geometry (Å):
C: 0.36295 -0.42703 1.69126
Cl: 3.22913 0.10226 0.28484
O: -3.01029 1.58153 -0.18380
H: 1.06231 -1.33877 1.29593
Si: -0.31269 0.38875 0.00445
C: -2.11813 0.78305 -0.05361
H: -0.41684 -0.93496 2.23914
H: 0.09288 0.78403 -2.41609
O: -2.03785 -0.49215 0.06850
H: 0.16427 -1.02399 -1.94768
C: 0.42407 0.02959 -1.70721
H: 1.05319 0.27785 2.18420
H: 1.50699 0.26985 -1.45993

Cartesian forces, eV/Å:
C 1.470 -1.974 -2.698
Cl 0.192 0.062 -0.114
O 0.808 -0.127 0.610
H -1.371 2.224 0.809
Si 4.965 0.028 1.853
C -4.447 -0.041 -1.850
H -0.325 0.392 0.595
H -0.295 -0.271 -0.291
O -0.109 0.133 0.482
H 0.473 0.672 -0.297
C 0.193 0.326 1.321
H -0.606 -0.506 -0.059
H -0.947 -0.919 -0.360

=====

3.
Computed, not measured: a molecular structure, C3H6ClO4V, with the ωB97M-V functional and the def2-TZVPD basis.

- 2S+1: 2
- Total charge: +1
- HOMO-LUMO gap (spin up / spin down): 3.5069 / 4.1446 eV
- E_HOMO (spin up / spin down): -0.4640 / -0.4640 Eh

Geometry (Å):
O: 2.09676 -0.38292 2.02789
Cl: -3.57860 0.84144 -2.02360
C: 2.95670 0.26140 1.09656
H: 2.74581 1.32738 1.14603
H: -1.18940 -1.23021 -0.03689
O: 0.01825 -0.92459 2.58155
O: 0.46947 -0.05703 0.56125
H: 3.02710 -0.19410 0.11233
H: -1.48196 0.13046 1.00707
C: 0.79813 -0.46884 1.80318
C: -0.87176 -0.20271 0.15809
H: -1.03367 0.43248 -0.70814
H: 3.98290 0.18240 1.46429
V: -4.46523 0.66947 -4.29744
O: -3.47448 -0.38463 -4.89217

Cartesian forces, eV/Å:
O 0.315 -0.308 0.213
Cl -1.531 -0.003 -3.151
C 1.119 0.557 0.423
H -0.192 0.027 -0.735
H 0.481 -0.056 -0.126
O -0.204 0.004 0.363
O 0.886 0.064 -0.656
H -0.799 0.154 -0.128
H -0.232 0.069 -0.371
C -0.298 -0.446 -0.618
C -0.954 0.238 1.175
H 0.189 -0.035 -0.013
H -0.267 -0.272 0.489
V 3.923 -2.338 2.305
O -2.437 2.344 0.830

=====

4.
Computed, not measured: C3H6ClOP in the gas phase, with the ωB97M-V functional and the def2-TZVPD basis.

- Structure (SMILES): C=C[P@](C)(=O)Cl
- HOMO-LUMO gap: 9.4900 eV
- E_HOMO: -0.3351 Eh

Geometry (Å):
H: 0.70794 -0.72526 1.90344
Cl: 0.82990 -1.62143 -1.69632
H: -2.99963 0.94821 -0.48400
C: -1.94069 0.89912 -0.68217
H: -1.51351 1.64597 -1.33069
P: 0.59904 -0.11545 -0.45642
C: -1.17565 -0.03276 -0.14664
H: 2.03123 0.32187 1.33455
H: 2.07072 -1.41374 0.97229
O: 1.50925 1.44883 -1.03772
C: 1.42613 -0.55127 1.10759
H: -1.54474 -0.80410 0.51609

Cartesian forces, eV/Å:
H -0.069 -0.104 0.055
Cl 0.087 -0.845 -0.640
H -0.141 -0.035 0.034
C 0.035 0.120 -0.044
H 0.100 0.194 -0.109
P 3.784 7.078 -0.974
C 0.612 -0.134 -0.053
H 0.021 0.051 0.036
H 0.011 -0.095 0.009
O -4.026 -6.189 2.058
C -0.247 0.038 -0.416
H -0.165 -0.079 0.044

=====

5.
Computed, not measured: 2 unconnected molecules or ions with the total composition C3H6F2O2S, with the ωB97M-V functional and the def2-TZVPD basis.

- HOMO-LUMO gap: 9.3533 eV
- E_HOMO: -0.3654 Eh

Geometry (Å):
C: 2.64672 -2.43544 2.46930
F: 1.33136 -2.81334 2.57713
H: -2.87812 0.51955 -0.96210
O: 2.95491 -2.02401 1.25881
C: -1.98224 1.07479 -1.24968
F: 2.78410 -1.46049 3.41631
H: -2.25736 2.13040 -1.26541
H: 3.26670 -3.29414 2.77222
H: -1.68818 0.76458 -2.25011
O: 1.33424 -0.03971 0.52107
S: 0.44696 -0.01713 -0.65684
H: 2.40075 -1.24242 0.98889
C: -0.89504 0.83854 -0.27586
H: -0.98428 1.24085 0.72291

Cartesian forces, eV/Å:
C 0.055 -0.763 0.940
F -0.203 -0.078 -0.145
H 0.004 -0.004 -0.003
O 0.109 0.506 -0.810
C -0.208 -0.039 -0.211
F 0.135 0.260 0.050
H 0.061 0.002 -0.063
H -0.180 0.312 -0.178
H -0.089 0.005 -0.102
O 0.635 -0.181 0.175
S -1.577 1.117 0.562
H 0.149 -0.363 0.190
C 0.923 -0.722 -0.606
H 0.187 -0.053 0.200

=====

6.
Computed, not measured: C3H6F2S in the gas phase, with the ωB97M-V functional and the def2-TZVPD basis.

- Structure (SMILES): FC[C@@H](F)CS
- HOMO-LUMO gap: 10.2713 eV
- E_HOMO: -0.3441 Eh

Geometry (Å):
H: 1.24295 0.82701 1.07382
H: 1.92468 1.12875 -0.56949
F: 0.14736 2.04280 -0.17497
C: 0.49057 -0.40795 -0.43028
C: 0.98680 0.97409 -0.00122
F: 1.53191 -1.22624 -0.24112
S: -2.21267 -0.01242 -0.30748
H: 0.31900 -0.25797 -1.48950
H: -2.12039 0.89057 0.69313
H: -0.69048 -1.05591 1.33229
C: -0.75656 -0.95060 0.22683
H: -0.86315 -1.95213 -0.11201

Cartesian forces, eV/Å:
H -0.098 0.719 -0.435
H -0.456 0.212 0.312
F -0.119 -0.253 -0.066
C -1.613 2.275 -0.752
C 1.393 -0.917 1.320
F 1.429 -1.215 0.350
S -0.080 0.028 0.660
H -0.307 -0.683 -0.553
H -0.134 -0.082 -0.392
H 0.044 0.480 -0.655
C 0.245 0.362 0.702
H -0.304 -0.925 -0.491

=====

7.
Computed, not measured: C3H6F3N in the gas phase, with the ωB97M-V functional and the def2-TZVPD basis.

- Structure (SMILES): CC(C)(F)N(F)F
- HOMO-LUMO gap: 11.9700 eV
- E_HOMO: -0.4043 Eh

Geometry (Å):
H: 0.79385 -0.93506 0.52252
H: -0.33310 2.34938 -0.41589
C: -0.04598 -1.23830 0.01537
F: -3.11621 -0.93928 -0.00437
H: 0.20278 -1.58068 -0.93792
N: -2.16742 -0.06704 0.53533
H: 0.84338 1.04967 -0.53989
F: -1.26057 0.04128 -1.61619
F: -2.80620 1.13504 0.36520
C: -0.96645 -0.01669 -0.28393
H: -0.01256 1.49986 1.14559
H: -0.47296 -1.95830 0.70381
C: -0.02542 1.35137 0.03948

Cartesian forces, eV/Å:
H 2.127 1.030 0.924
H -0.379 -1.593 0.441
C -2.861 0.809 0.352
F 0.825 -0.068 -0.206
H 0.492 -1.184 -1.300
N -0.180 0.088 0.737
H 0.600 0.184 0.853
F -0.279 -0.201 -0.260
F -0.235 0.611 -0.106
C 2.186 1.738 0.491
H 0.772 -0.408 -0.946
H -0.562 -0.384 -0.489
C -2.505 -0.623 -0.493

=====

8.
Computed, not measured: C3H6F3P in the gas phase, with the ωB97M-V functional and the def2-TZVPD basis.

- Structure (SMILES): CCP(F)(F)=CF
- HOMO-LUMO gap: 8.9288 eV
- E_HOMO: -0.3138 Eh

Geometry (Å):
H: -0.26011 1.53896 -0.00883
H: -0.02858 -1.23210 -0.51031
C: -0.71046 -0.54557 -0.21163
F: 3.10856 -1.80907 -0.36872
P: 1.95632 0.43358 0.05618
H: -1.46972 -0.94128 0.50561
H: -0.01922 0.73323 1.58705
C: 3.37630 -0.51710 0.07284
F: 2.53306 1.77827 0.67412
H: -1.15518 -0.04279 -1.10385
H: 3.56330 -0.52621 1.10847
C: 0.03212 0.53069 0.47504
F: 1.72756 0.77958 -1.49282

Cartesian forces, eV/Å:
H 0.724 -1.293 0.949
H 1.459 -2.791 -1.039
C -2.954 1.845 0.804
F 0.477 -0.342 -0.253
P -1.229 2.323 -1.330
H 0.426 -0.058 -1.064
H -0.181 -0.817 -1.151
C -1.657 -0.484 -0.657
F -0.769 -0.666 -0.191
H -0.046 -1.050 0.643
H 1.202 -0.317 1.712
C 2.587 3.867 0.708
F -0.039 -0.218 0.868

=====

9.
Computed, not measured: C3H6FN in the gas phase, with the ωB97M-V functional and the def2-TZVPD basis.

- Structure (SMILES): NC/C=C/F
- HOMO-LUMO gap: 10.0949 eV
- E_HOMO: -0.3352 Eh

Geometry (Å):
H: 1.44353 1.09412 0.60850
N: 1.33814 -0.72084 -0.00906
H: -1.01480 -1.31130 0.14056
H: 1.01804 -1.38082 -0.79863
H: 1.22749 -1.07256 1.00092
C: -0.70434 0.72962 -0.01836
H: 1.34434 1.06624 -1.04935
C: 0.79445 0.56782 -0.14075
F: -2.74588 -0.18548 -0.05502
H: -1.25719 1.64870 0.45601
C: -1.44377 -0.43551 -0.13482

Cartesian forces, eV/Å:
H -1.407 0.371 0.057
N -0.281 -3.440 -0.070
H 0.397 -3.186 -0.137
H 0.622 0.991 2.234
H -0.007 0.164 -2.541
C -0.892 -1.395 0.772
H -1.786 -0.822 0.898
C 2.414 3.069 -0.210
F -1.393 -1.282 0.115
H 1.244 -1.516 -1.792
C 1.088 7.047 0.673

=====

10.
Computed, not measured: C3H6FN in the gas phase, with the ωB97M-V functional and the def2-TZVPD basis.

- Structure (SMILES): NC/C=C/F
- HOMO-LUMO gap: 10.5465 eV
- E_HOMO: -0.3493 Eh

Geometry (Å):
C: 1.41431 -0.37876 -0.05621
N: -1.38298 -0.78690 -0.04679
H: -1.17330 -1.21738 0.82933
H: -0.92935 -1.30574 -0.73235
C: -0.82183 0.57773 0.04424
H: 0.91750 -1.34024 -0.19261
H: -1.31891 1.17023 -0.67245
H: 1.02925 1.78963 -0.21733
C: 0.64451 0.72003 -0.12145
H: -1.14095 1.00926 1.10317
F: 2.76175 -0.23786 0.06246

Cartesian forces, eV/Å:
C -0.592 2.328 -0.299
N -0.654 1.872 1.515
H -0.073 -0.656 0.521
H 0.736 -1.003 -1.616
C -1.038 -0.167 1.954
H 1.231 -0.179 0.526
H -0.693 0.904 -0.831
H -0.211 -1.732 0.415
C 1.235 0.267 0.353
H 0.651 -0.782 -2.109
F -0.591 -0.852 -0.428

=====

Number 1: DFT total energy -1069.905964 Ha, strongest force on any atom 0.0600 hartree/bohr. Number 2: DFT total energy -1018.022444 Ha, strongest force on any atom 0.1031 hartree/bohr. Number 3: DFT total energy -1822.685590 Ha, strongest force on any atom 0.0995 hartree/bohr. Number 4: DFT total energy -994.634933 Ha, strongest force on any atom 0.1572 hartree/bohr. Number 5: DFT total energy -866.280574 Ha, strongest force on any atom 0.0391 hartree/bohr. Number 6: DFT total energy -715.800812 Ha, strongest force on any atom 0.0562 hartree/bohr. Number 7: DFT total energy -472.102900 Ha, strongest force on any atom 0.0582 hartree/bohr. Number 8: DFT total energy -758.810297 Ha, strongest force on any atom 0.0915 hartree/bohr. Number 9: DFT total energy -272.433549 Ha, strongest force on any atom 0.1393 hartree/bohr. Number 10: DFT total energy -272.472276 Ha, strongest force on any atom 0.0485 hartree/bohr.